C28H46NO | ωB97M-V/def2-TZVPD

Structure (ORCA input):
```
! RIJCOSX wB97M-V def2-TZVPD def2/J DEFGRID3
* xyz 1 1
C 0.112 2.035 -3.170
C -0.035 0.695 -4.043
C -0.493 -0.445 -3.013
C -2.059 -0.484 -2.862
C -2.589 -1.745 -2.000
C -1.608 -1.930 -0.777
C -2.318 -2.551 0.525
C -1.466 -2.023 1.747
N -1.949 -0.883 2.356
C -1.279 -0.290 3.407
C -0.019 -0.860 3.911
C 0.666 -0.046 5.089
C 0.627 1.500 4.629
C 1.862 2.339 5.160
C 2.499 3.195 3.975
C 4.057 3.303 4.266
C 4.899 3.845 3.042
C 5.786 2.618 2.528
O 6.543 2.934 1.363
C 7.818 3.502 1.714
C 0.524 -2.096 3.330
C -0.227 -2.705 2.195
C 0.264 -3.992 1.461
C 1.403 -3.612 0.409
H -0.445 1.910 -2.195
H 1.184 2.220 -2.892
H -0.322 2.934 -3.678
H -0.756 0.816 -4.888
H 1.004 0.417 -4.362
H -0.149 -1.468 -3.321
H 0.040 -0.192 -2.048
H -2.453 0.478 -2.410
H -2.581 -0.575 -3.863
H -3.658 -1.583 -1.710
H -2.500 -2.664 -2.651
H -0.649 -2.457 -1.026
H -1.300 -0.886 -0.456
H -3.334 -2.076 0.614
H -2.352 -3.665 0.480
H -2.809 -0.437 2.025
H -1.734 0.633 3.842
H 1.709 -0.392 5.291
H -0.004 -0.222 5.979
H -0.365 1.900 4.956
H 0.734 1.458 3.505
H 1.437 3.106 5.876
H 2.619 1.744 5.730
H 2.096 4.247 3.942
H 2.329 2.748 2.960
H 4.399 2.251 4.513
H 4.196 3.976 5.154
H 5.564 4.698 3.338
H 4.232 4.166 2.199
H 6.411 2.231 3.384
H 5.035 1.822 2.234
H 7.683 4.088 2.664
H 8.586 2.690 1.907
H 8.225 4.128 0.880
H 1.465 -2.548 3.715
H -0.554 -4.479 0.855
H 0.607 -4.796 2.174
H 1.179 -2.625 -0.080
H 1.367 -4.378 -0.416
H 2.427 -3.617 0.867
C -5.819 -0.710 -5.388
C -6.488 -0.205 -6.497
C -6.631 -0.985 -7.637
C -6.113 -2.274 -7.667
C -5.446 -2.781 -6.558
C -5.294 -1.998 -5.419
H -5.705 -0.101 -4.498
H -6.898 0.797 -6.471
H -7.147 -0.589 -8.504
H -6.229 -2.884 -8.555
H -5.043 -3.787 -6.582
H -4.769 -2.391 -4.556
*
```

orbital gap	6.9	eV
calculated total energy	-1224.1455	a.u.
E_LUMO	-4.014	eV
ΔE to the lowest compared entry with this formula, charge and spin	319.9	kJ/mol